Record 1
A 2-piece molecular cluster, C6H12O overall at a distorted geometry, computed with ωB97M-V/def2-TZVPD.

Values from the calculation:
Energy   -310.99605 a.u.
Energy relative to the best compared isomer or geometry (same formula, charge and spin)   39.67 kcal/mol
SMILES string   C=C/C(C)=C/C.O
Net charge   0
LUMO energy   0.870 eV
Orbital gap   9.3 eV

The geometry in XYZ format:
```
19
C6H12O (ωB97M-V/def2-TZVPD)
C -1.85 -0.94 -0.85
C -0.92 -0.30 0.14
C 0.39 -0.57 0.13
C 1.09 -1.27 -1.03
C -0.90 1.64 1.61
C -1.56 0.59 1.11
H -2.09 -1.97 -0.56
H -1.43 -0.87 -1.85
H -2.82 -0.44 -0.89
H 1.06 -0.29 0.93
H 0.53 -1.29 -1.95
H 1.21 -2.30 -0.65
H 2.13 -0.97 -1.10
H 0.11 1.85 1.29
H -1.31 2.30 2.36
H -2.54 0.29 1.48
H 2.37 2.04 -0.13
H 3.40 0.89 -0.30
O 3.12 1.61 0.27
```

---

Record 2
C6H12O as an isolated structure, computed with ωB97M-V/def2-TZVPD.

Values from the calculation:
Energy   -310.87639 a.u.
Energy relative to the best compared isomer or geometry (same formula, charge and spin)   114.76 kcal/mol
Net charge   0
LUMO energy   0.900 eV
Orbital gap   8.4 eV

The geometry in XYZ format:
```
19
C6H12O (ωB97M-V/def2-TZVPD)
C -1.65 1.03 -1.67
O -0.66 0.89 -0.66
C -0.93 -0.16 0.20
C -0.28 -1.50 -0.15
C 1.14 -1.22 0.35
C 0.83 -0.22 1.47
C 1.54 1.09 1.30
H -2.64 1.19 -1.22
H -1.69 0.15 -2.32
H -1.38 1.91 -2.26
H -1.99 -0.19 0.48
H -0.76 -2.29 0.44
H -0.36 -1.76 -1.21
H 1.74 -0.78 -0.46
H 1.66 -2.10 0.73
H -0.46 -0.01 1.36
H 2.58 0.86 1.58
H 1.55 1.48 0.27
H 1.18 1.87 1.99
```

---

Record 3
One molecule with the formula C6H12O, computed with ωB97M-V/def2-TZVPD.

Values from the calculation:
Energy   -311.02015 a.u.
Energy relative to the best compared isomer or geometry (same formula, charge and spin)   24.55 kcal/mol
SMILES string   CC[C@H]1C[C@]1(C)O
Net charge   0
LUMO energy   1.025 eV
Orbital gap   10.5 eV

The geometry in XYZ format:
```
19
C6H12O (ωB97M-V/def2-TZVPD)
C 2.00 -0.12 1.01
C 1.34 -0.41 -0.34
C 0.23 0.55 -0.73
C -0.88 0.06 -1.62
C -1.17 0.42 -0.19
C -1.51 -0.62 0.86
O -1.94 1.58 -0.01
H 2.74 -0.89 1.25
H 1.26 -0.09 1.81
H 2.53 0.85 0.99
H 0.95 -1.43 -0.35
H 2.10 -0.38 -1.13
H 0.57 1.58 -0.91
H -0.87 -0.99 -1.92
H -1.29 0.75 -2.35
H -2.58 -0.81 0.85
H -1.23 -0.24 1.85
H -0.99 -1.57 0.69
H -1.36 2.34 0.09
```

---

Record 4
One molecule with the formula C6H12O, computed with ωB97M-V/def2-TZVPD.

Values from the calculation:
Energy   -310.91202 a.u.
Energy relative to the best compared isomer or geometry (same formula, charge and spin)   92.40 kcal/mol
Net charge   0
LUMO energy   0.414 eV
Orbital gap   8.7 eV

The geometry in XYZ format:
```
19
C6H12O (ωB97M-V/def2-TZVPD)
C -2.85 0.09 -0.37
C -1.56 0.49 0.35
C -0.45 -0.56 0.18
C 0.70 -0.47 1.09
C 1.96 -0.91 0.45
C 2.43 0.48 -0.06
O 1.83 0.88 -1.27
H -2.67 -0.06 -1.44
H -3.24 -0.85 0.04
H -3.62 0.86 -0.26
H -1.74 0.64 1.42
H -1.21 1.45 -0.05
H -0.23 -0.75 -0.89
H -0.81 -1.52 0.60
H 2.25 1.21 0.75
H 1.90 -1.60 -0.41
H 2.71 -1.26 1.16
H 3.51 0.44 -0.23
H 1.07 1.45 -1.08
```

---

Record 5
One molecule with the formula C6H12O, computed with ωB97M-V/def2-TZVPD.

Values from the calculation:
Energy   -311.04446 a.u.
Energy relative to the best compared isomer or geometry (same formula, charge and spin)   9.29 kcal/mol
SMILES string   C[C@@H]1OCC[C@@H]1C
Net charge   0
LUMO energy   1.090 eV
Orbital gap   10.6 eV

The geometry in XYZ format:
```
19
C6H12O (ωB97M-V/def2-TZVPD)
C -0.93 -1.62 -0.76
C -0.64 -0.14 -0.55
C -1.04 0.43 0.81
C -0.35 1.79 0.78
O 0.76 1.67 -0.12
C 0.82 0.35 -0.64
C 1.86 -0.44 0.15
H -2.01 -1.79 -0.77
H -0.55 -1.97 -1.73
H -0.50 -2.26 0.02
H -1.18 0.43 -1.32
H -0.65 -0.20 1.62
H -2.12 0.51 0.95
H 0.01 2.12 1.77
H -1.03 2.57 0.40
H 1.14 0.42 -1.68
H 1.60 -0.50 1.21
H 2.01 -1.45 -0.23
H 2.81 0.10 0.09
```

---

Record 6
A 2-piece molecular cluster, C6H12O overall at a distorted geometry, computed with ωB97M-V/def2-TZVPD.

Values from the calculation:
Energy   -310.98711 a.u.
Energy relative to the best compared isomer or geometry (same formula, charge and spin)   45.28 kcal/mol
SMILES string   C=C/C(C)=C/C.O
Net charge   0
LUMO energy   0.825 eV
Orbital gap   9.5 eV

The geometry in XYZ format:
```
19
C6H12O (ωB97M-V/def2-TZVPD)
C 0.63 1.02 -0.80
C 1.61 0.93 -1.70
C 0.51 -1.36 -0.01
C -0.05 -0.17 -0.24
C -1.46 0.10 0.14
C -0.24 -2.59 0.42
H 0.37 1.96 -0.35
H 2.05 0.01 -2.05
H 2.00 1.80 -2.23
H 1.52 -1.59 -0.31
H -2.09 0.79 -0.45
H -1.71 0.37 1.18
H -2.06 -0.82 0.03
H 0.32 -3.52 0.33
H -1.14 -2.66 -0.23
H -0.62 -2.59 1.44
H -0.61 2.52 1.72
H 0.66 3.08 1.15
O 0.30 2.73 1.96
```

---

Record 7
A 2-piece molecular cluster, C6H12O overall at a distorted geometry, computed with ωB97M-V/def2-TZVPD.

Values from the calculation:
Energy   -310.85733 a.u.
Energy relative to the best compared isomer or geometry (same formula, charge and spin)   126.72 kcal/mol
Net charge   0
LUMO energy   0.467 eV
Orbital gap   6.8 eV

The geometry in XYZ format:
```
19
C6H12O (ωB97M-V/def2-TZVPD)
C -1.40 0.99 0.57
C -0.34 0.17 1.59
C 0.30 -0.42 -1.85
C 1.36 0.07 -1.14
C 1.42 0.89 0.00
C 0.36 1.19 0.90
H -2.16 0.20 0.54
H -1.35 1.32 -0.47
H -1.82 1.80 1.15
H -0.10 -0.84 1.28
H -0.69 0.29 2.60
H 0.53 -0.91 -2.78
H -0.73 -0.23 -1.62
H 2.31 -0.06 -1.65
H 2.40 1.23 0.32
H 0.48 2.21 1.26
H 0.29 -2.02 -0.52
H -0.89 -3.05 -0.10
O 0.03 -2.83 -0.04
```

---

Record 8
One molecule with the formula C6H12O, computed with ωB97M-V/def2-TZVPD.

Values from the calculation:
Energy   -310.94436 a.u.
Energy relative to the best compared isomer or geometry (same formula, charge and spin)   72.11 kcal/mol
Net charge   0
LUMO energy   1.093 eV
Orbital gap   9.3 eV

The geometry in XYZ format:
```
19
C6H12O (ωB97M-V/def2-TZVPD)
C 2.88 0.14 0.58
C 1.78 0.66 -0.32
O 0.49 0.71 0.34
C 0.16 -0.37 1.01
C -1.34 -0.33 1.17
C -1.66 -0.88 -0.24
C -2.12 0.21 -1.20
H 2.66 -0.88 0.89
H 2.97 0.77 1.47
H 3.83 0.17 0.03
H 1.65 0.02 -1.20
H 1.96 1.68 -0.66
H -0.73 -1.33 -0.63
H -1.76 0.67 1.31
H -1.68 -0.99 1.97
H -2.37 -1.72 -0.19
H -2.21 -0.18 -2.23
H -3.10 0.62 -0.90
H -1.40 1.03 -1.21
```

---

Record 9
One molecule with the formula C6H12O at a distorted geometry, computed with ωB97M-V/def2-TZVPD.

Values from the calculation:
Energy   -310.91881 a.u.
Energy relative to the best compared isomer or geometry (same formula, charge and spin)   88.14 kcal/mol
Net charge   0
LUMO energy   0.945 eV
Orbital gap   8.9 eV

The geometry in XYZ format:
```
19
C6H12O (ωB97M-V/def2-TZVPD)
C 2.65 -0.26 -0.01
C 1.12 -0.08 0.22
O 0.96 -0.45 1.59
C 0.25 1.15 -0.13
C -1.23 1.20 -1.04
C -1.72 0.39 0.03
C -1.86 -1.12 -0.08
H 2.96 -0.05 -1.03
H 2.86 -1.33 0.18
H 3.29 0.29 0.69
H 0.66 -0.81 -0.44
H 0.17 0.00 1.92
H 0.30 1.90 0.67
H -1.21 0.75 -2.03
H -1.64 2.22 -1.07
H -2.31 0.85 0.82
H -1.60 -1.49 -1.07
H -2.87 -1.49 0.16
H -1.17 -1.56 0.65
```

---

Record 10
C6H12O as an isolated structure, computed with ωB97M-V/def2-TZVPD.

Values from the calculation:
Energy   -310.91503 a.u.
Energy relative to the best compared isomer or geometry (same formula, charge and spin)   90.51 kcal/mol
Net charge   0
LUMO energy   1.162 eV
Orbital gap   8.9 eV

The geometry in XYZ format:
```
19
C6H12O (ωB97M-V/def2-TZVPD)
C 2.79 0.09 0.44
C 1.62 0.69 -0.32
O 0.41 0.73 0.43
C -0.05 -0.50 0.82
C -1.49 -0.33 1.28
C -1.67 -0.77 -0.13
C -1.97 0.22 -1.21
H 2.57 -0.94 0.72
H 2.98 0.66 1.36
H 3.69 0.11 -0.17
H 1.44 0.14 -1.26
H 1.82 1.74 -0.58
H -0.35 -1.19 -0.20
H -1.76 0.71 1.47
H -1.83 -1.01 2.06
H -2.05 -1.79 -0.25
H -1.82 -0.21 -2.21
H -3.01 0.56 -1.15
H -1.32 1.09 -1.10
```

---

Record 11
One molecule with the formula C6H12O at a distorted geometry, computed with ωB97M-V/def2-TZVPD.

Values from the calculation:
Energy   -310.95691 a.u.
Energy relative to the best compared isomer or geometry (same formula, charge and spin)   64.24 kcal/mol
SMILES string   CCO[C@H]1C[C@H]1C
Net charge   0
LUMO energy   1.108 eV
Orbital gap   10.2 eV

The geometry in XYZ format:
```
19
C6H12O (ωB97M-V/def2-TZVPD)
C -1.97 0.23 1.60
C -1.71 0.62 0.15
O -0.55 0.31 -0.51
C 0.67 0.90 -0.67
C 1.90 0.62 0.17
C 1.58 -0.24 -1.03
C 0.99 -1.65 -0.75
H -1.66 0.94 2.37
H -1.62 -0.77 1.85
H -3.06 0.22 1.53
H -2.02 1.67 0.01
H -2.33 -0.08 -0.41
H 0.64 1.85 -1.22
H 1.97 0.13 1.14
H 2.62 1.42 0.04
H 2.16 -0.19 -1.94
H 0.44 -2.04 -1.61
H 1.80 -2.35 -0.53
H 0.29 -1.71 0.10
```

---

Record 12
C6H12O as an isolated structure at a distorted geometry, computed with ωB97M-V/def2-TZVPD.

Values from the calculation:
Energy   -310.87290 a.u.
Energy relative to the best compared isomer or geometry (same formula, charge and spin)   116.95 kcal/mol
Net charge   0
LUMO energy   1.168 eV
Orbital gap   9.5 eV

The geometry in XYZ format:
```
19
C6H12O (ωB97M-V/def2-TZVPD)
C 2.57 0.04 -0.02
C 1.25 -0.27 0.67
C -0.10 0.46 0.29
C -1.26 -0.48 0.32
C -1.32 0.39 -0.87
O -2.58 0.94 -0.52
C -2.53 0.25 0.74
H 2.58 -0.35 -1.04
H 2.77 1.12 -0.05
H 3.41 -0.44 0.51
H 1.40 -0.05 1.75
H 1.11 -1.36 0.66
H 0.69 -0.44 -1.94
H -0.17 1.40 0.83
H -1.10 -1.55 0.35
H 0.14 -0.81 -2.28
H -1.13 0.55 -1.92
H -2.37 1.00 1.51
H -3.38 -0.38 1.00
```

---

Record 13
One molecule with the formula C6H12O, computed with ωB97M-V/def2-TZVPD.

Values from the calculation:
Energy   -311.03979 a.u.
Energy relative to the best compared isomer or geometry (same formula, charge and spin)   12.23 kcal/mol
SMILES string   CC[C@H]1CCCO1
Net charge   0
LUMO energy   1.202 eV
Orbital gap   10.8 eV

The geometry in XYZ format:
```
19
C6H12O (ωB97M-V/def2-TZVPD)
C -2.20 1.42 -0.02
C -1.13 0.82 -0.94
C -0.24 -0.22 -0.27
C 1.18 -0.32 -0.81
C 1.80 -1.25 0.23
C 1.09 -0.77 1.52
O 0.01 0.07 1.10
H -2.83 0.65 0.42
H -1.72 1.97 0.80
H -2.84 2.11 -0.57
H -1.61 0.33 -1.79
H -0.52 1.63 -1.36
H -0.75 -1.20 -0.32
H 1.28 -0.66 -1.85
H 1.62 0.68 -0.71
H 2.89 -1.17 0.29
H 1.55 -2.29 0.01
H 0.69 -1.62 2.10
H 1.74 -0.19 2.17
```